Density functional theory data (ωB97M-V with the def2-TZVPD basis set) for the molecule C7H8N2OS in a non-equilibrium geometry.

- Lowest unoccupied orbital energy (alpha / beta): 0.54 / -2.02 eV
- HOMO energy (alpha / beta): -6.6 / -9.2 eV
- Charge: 0
- Spin multiplicity: 3
- ΔE to the lowest compared entry with this formula, charge and spin: 154.45 kJ/mol

Positions of all 19 atoms, in Å:
C 2.774 -0.546 0.298
C 0.803 -1.651 0.632
C 2.114 0.558 0.064
C -1.332 0.945 1.320
C -0.046 1.256 -0.964
C -0.738 0.334 0.036
C -1.901 -0.418 -0.787
N 2.141 -1.738 0.651
N 0.257 -0.480 0.592
O -2.381 0.805 1.784
S 1.492 1.992 -0.413
H 3.857 -0.829 0.250
H 0.264 -2.519 0.815
H -0.406 1.441 1.901
H 0.071 0.632 -1.869
H -0.598 2.171 -1.433
H -1.516 -1.429 -1.195
H -2.199 0.049 -1.649
H -2.658 -0.574 -0.034

Density functional theory data (ωB97M-V with the def2-TZVPD basis set) for the ion C7H8N3 with charge +1 in a non-equilibrium geometry.

- Lowest unoccupied orbital energy: -4.94 eV
- HOMO energy: -13.5 eV
- Charge: +1
- ΔE to the lowest compared entry with this formula, charge and spin: 44.04 kJ/mol

Positions of all 18 atoms, in Å:
C -1.767 -1.190 0.036
C -2.310 0.091 0.030
C -0.390 -1.344 0.029
C -1.465 1.179 0.024
C 0.419 -0.219 0.010
C 1.909 -0.177 0.011
C 0.738 2.123 0.014
N 2.477 0.963 0.035
N -0.135 1.013 0.013
N 2.600 -1.332 0.037
H -2.410 -2.056 0.048
H -3.379 0.242 0.035
H 0.044 -2.330 0.052
H -1.833 2.196 0.030
H 0.812 2.693 0.925
H 0.866 2.652 -0.918
H 2.180 -2.216 -0.184
H 3.605 -1.266 -0.008

Density functional theory data (ωB97M-V with the def2-TZVPD basis set) for the ion C7H8N3O4 with charge -1 in a non-equilibrium geometry.

- Lowest unoccupied orbital energy: 3.05 eV
- HOMO energy: -4.1 eV
- Charge: -1
- SMILES: CN(C)c1nc(C(=O)OC(=O)[O-])c[nH]1
- ΔE to the lowest compared entry with this formula, charge and spin: 129.89 kJ/mol

Positions of all 22 atoms, in Å:
C -0.905 0.442 -1.414
N -0.239 0.088 -0.166
C -1.165 0.113 1.032
C 0.467 -1.110 -0.354
N 0.503 -1.783 -1.646
C 1.318 -2.812 -1.367
C 1.506 -4.041 -2.260
O 2.628 -4.549 -2.304
O 0.476 -4.467 -2.848
C -1.063 -3.943 -2.366
O -1.758 -4.004 -3.335
O -1.032 -3.798 -1.170
C 1.783 -2.808 -0.083
N 1.253 -1.752 0.593
H -0.448 -0.207 -2.181
H -1.927 0.064 -1.221
H -0.932 1.520 -1.461
H -0.771 -0.554 1.745
H -1.368 1.116 1.308
H -2.038 -0.507 0.880
H 2.620 -3.372 0.355
H 1.665 -1.475 1.513

Density functional theory data (ωB97M-V with the def2-TZVPD basis set) for the molecule C7H8N4 in a non-equilibrium geometry.

- Lowest unoccupied orbital energy: 0.88 eV
- HOMO energy: -7.7 eV
- Charge: 0
- SMILES: Nc1cc2cn[nH]c2cc1N
- ΔE to the lowest compared entry with this formula, charge and spin: 219.39 kJ/mol

Positions of all 19 atoms, in Å:
N -0.264 -1.943 1.924
C -0.075 -1.100 0.707
C -0.450 -1.380 -0.546
C -0.527 -0.180 -1.438
C -1.001 0.088 -2.743
N -0.990 1.410 -3.055
N -0.418 1.979 -1.974
C -0.106 1.071 -1.005
C 0.749 1.178 0.159
C 0.797 0.122 1.088
N 1.313 0.291 2.412
H -0.377 -1.313 2.783
H -0.720 -2.990 1.994
H -1.032 -2.257 -0.559
H -1.469 -0.723 -3.286
H -0.359 2.963 -1.943
H 1.145 2.123 0.206
H 1.962 -0.513 2.833
H 1.824 1.173 2.444